The following is a quantum chemistry calculation of a molecular structure, C59H132As6F36N7 at a distorted geometry, from the Open Molecules 2025 dataset.

Summary:
Kohn-Sham gap in eV: 11.0
HOMO level in eV: -12.27
Charge: +1
DFT total energy in eV: -536630.2107

Each line ends with the Mulliken charge.
Atoms and positions in Å:
C  5.54991  -4.40224  -7.31610  -1.36
C  4.20690  -4.86694  -6.74371  -0.15
C  3.20376  -3.77250  -7.11924  -1.05
N  1.87296  -3.73658  -6.42810  0.59
C  2.10702  -3.56945  -4.90504  -1.28
C  1.01608  -4.92021  -6.66443  -0.84
C  -0.34762  -4.56180  -6.26058  -0.37
C  -0.45474  -2.99884  -6.31737  -0.61
C  1.03056  -2.54741  -6.80179  -0.32
H  5.82754  -3.45121  -6.85802  0.31
H  5.55649  -4.24016  -8.42904  0.33
H  6.36227  -5.07601  -7.06168  0.41
H  4.32520  -5.05364  -5.69252  0.28
H  3.93484  -5.75580  -7.20268  0.40
H  3.08109  -3.91060  -8.18282  0.50
H  3.65883  -2.79718  -6.97835  0.41
H  1.12376  -3.34973  -4.51339  0.50
H  2.74893  -2.72612  -4.65475  0.26
H  2.48339  -4.49115  -4.53195  0.39
H  1.44735  -5.72198  -6.10960  0.52
H  1.12808  -5.27963  -7.71263  0.41
H  -0.61810  -4.77013  -5.19512  0.03
H  -1.11886  -5.06856  -6.80288  0.49
H  -0.69879  -2.66168  -5.30502  0.08
H  -1.19829  -2.51605  -6.96604  0.46
H  1.23277  -1.60129  -6.22594  0.02
H  1.02529  -2.46787  -7.89930  0.57
C  2.77184  7.90224  0.09783  -1.38
C  3.73845  6.88709  0.72593  -0.62
C  3.64749  5.41394  0.32616  0.12
N  4.97929  4.66734  0.15402  0.99
C  5.81523  4.58498  1.44128  -0.64
C  5.86224  5.34113  -0.86066  -0.53
C  6.73486  4.20726  -1.34945  -1.05
C  5.98374  2.90073  -1.16168  -0.60
C  4.71775  3.29524  -0.43820  -0.54
H  3.11900  8.27760  -0.86537  0.39
H  2.82902  8.74990  0.79031  0.44
H  1.70323  7.56700  0.04404  0.12
H  3.62590  6.86718  1.78180  0.53
H  4.71109  7.42559  0.54727  0.29
H  3.18648  5.23923  -0.63496  0.29
H  3.01943  4.87563  1.06518  -0.39
H  5.24328  4.03502  2.19059  -0.08
H  5.94595  5.61277  1.84896  0.32
H  6.82779  4.24322  1.22203  0.48
H  6.37686  6.19498  -0.43517  0.45
H  5.20679  5.66798  -1.68352  0.37
H  7.70165  4.18477  -0.83281  0.38
H  7.00617  4.34133  -2.38631  0.39
H  6.69994  2.26402  -0.64271  0.30
H  5.87065  2.28229  -2.02931  0.44
H  4.40341  2.66501  0.34932  0.06
H  3.92578  3.33951  -1.18368  0.41
C  -1.52159  0.30716  -2.18835  -1.54
C  -0.02255  0.03944  -1.96320  1.75
C  0.43115  -1.06158  -1.01042  -1.60
N  0.73041  -0.54124  0.36794  2.03
C  -0.47734  0.21620  0.94542  -0.44
C  1.89623  0.36428  0.40825  1.02
C  3.13258  -0.56266  0.34377  -1.15
C  2.63923  -1.91461  0.80697  -0.09
C  1.14168  -1.79121  1.09527  -0.29
H  -1.92491  0.65254  -1.23564  0.33
H  -2.04341  -0.58791  -2.50927  0.32
H  -1.63190  0.95437  -2.98000  0.19
H  0.45454  0.95758  -1.59081  -0.53
H  0.36567  -0.32389  -2.88917  -0.10
H  1.38245  -1.51806  -1.32553  0.51
H  -0.33504  -1.77466  -0.89408  0.60
H  -0.26355  0.40819  2.01748  -0.02
H  -1.35544  -0.45549  0.85845  0.28
H  -0.66486  1.16881  0.45871  -0.23
H  1.89861  0.79330  1.41211  -0.98
H  1.84123  1.07018  -0.47752  -0.15
H  3.74608  -0.18737  1.12058  0.71
H  3.64144  -0.62798  -0.59204  0.25
H  3.11863  -2.27187  1.72314  -0.33
H  2.84932  -2.74180  0.11680  0.35
H  0.85731  -1.57108  2.12234  0.23
H  0.49793  -2.59273  0.82293  0.06
C  -2.48044  1.95735  -6.36637  -1.22
C  -3.76523  2.08469  -5.49474  0.58
C  -3.48492  3.07902  -4.33234  -0.51
N  -4.73208  3.33604  -3.39203  0.49
C  -4.85059  2.09861  -2.55410  -0.79
C  -6.07308  3.59425  -4.10500  -0.60
C  -6.77609  4.50878  -3.09887  -0.78
C  -5.84067  4.79793  -1.93708  -0.78
C  -4.48930  4.48931  -2.53006  -0.67
H  -2.60376  1.12547  -7.14466  0.33
H  -1.60680  1.67494  -5.76475  0.16
H  -2.21062  2.93215  -6.87024  0.39
H  -3.95165  1.11151  -5.10022  -0.31
H  -4.65607  2.36403  -6.13412  0.37
H  -3.25545  4.09338  -4.75373  0.53
H  -2.68895  2.71818  -3.65195  -0.10
H  -4.00719  2.05022  -1.88558  0.02
H  -4.89995  1.24256  -3.24357  0.25
H  -5.74064  2.04409  -1.97860  0.49
H  -6.58652  2.68086  -4.27520  0.36
H  -5.75980  4.19583  -5.00550  0.45
H  -7.68386  4.08986  -2.70225  0.39
H  -7.04970  5.43532  -3.64340  0.30
H  -6.02301  4.11637  -1.10239  0.29
H  -5.88500  5.72633  -1.41994  0.55
H  -3.66792  4.18294  -1.87508  0.35
H  -4.15761  5.29269  -3.15372  0.50
C  -8.25210  -6.93148  -0.87542  -1.31
C  -7.18582  -7.20039  -1.93819  -0.26
C  -5.86130  -6.82941  -1.38014  -0.94
N  -4.67440  -6.77584  -2.26607  0.65
C  -3.50481  -6.17669  -1.42065  -1.33
C  -2.07295  -6.31785  -1.88474  -0.19
C  -1.74977  -7.79133  -2.24683  -0.76
C  -2.80925  -8.19397  -3.22599  -0.62
C  -4.24134  -8.13675  -2.71121  -0.67
C  -4.85529  -5.80882  -3.46022  -1.47
H  -8.31935  -5.85772  -0.75658  0.35
H  -7.82856  -7.34566  0.02602  0.36
H  -9.22675  -7.42536  -1.08577  0.36
H  -7.29154  -6.64335  -2.91912  0.24
H  -7.19454  -8.21980  -2.22523  0.42
H  -5.60177  -7.58840  -0.68548  0.56
H  -5.87915  -5.86107  -0.87420  0.37
H  -3.63596  -6.58619  -0.38527  0.36
H  -3.77775  -5.14500  -1.31302  0.84
H  -1.45769  -5.91661  -1.05262  0.14
H  -1.94848  -5.66172  -2.71736  0.02
H  -1.73877  -8.36507  -1.32726  0.37
H  -0.79654  -7.82704  -2.73814  0.42
H  -2.71090  -9.21661  -3.61174  0.37
H  -2.64792  -7.52270  -4.08311  0.23
H  -4.43590  -8.75583  -1.81013  0.40
H  -4.96167  -8.47842  -3.40371  0.57
H  -5.33907  -4.85502  -3.17880  0.38
H  -5.54289  -6.29513  -4.20412  0.34
H  -3.95681  -5.53127  -3.88897  0.72
C  5.61569  -2.12575  9.78421  -1.37
C  4.83756  -1.54940  8.59207  -0.17
C  3.67073  -2.40835  8.21921  -0.90
N  2.73425  -1.77250  7.14174  0.73
C  1.82532  -2.84379  6.64292  -0.84
C  0.64345  -2.39086  5.72540  0.11
C  -0.15683  -1.25811  6.37068  -1.16
C  0.83369  -0.19828  6.85742  0.08
C  1.91783  -0.69039  7.76416  -0.95
C  3.53220  -1.11569  6.00627  -1.22
H  5.89162  -3.14836  9.38219  0.33
H  5.00947  -2.33651  10.65799  0.34
H  6.46755  -1.50504  10.07644  0.37
H  5.47096  -1.31313  7.76178  0.40
H  4.43240  -0.65488  8.97181  0.31
H  3.00871  -2.67260  9.04758  0.45
H  4.10997  -3.26819  7.70908  0.52
H  1.44811  -3.42450  7.49028  0.50
H  2.48117  -3.46795  6.04064  0.30
H  0.02907  -3.27185  5.51242  0.60
H  1.06324  -2.14497  4.74108  -0.37
H  -0.71425  -1.64524  7.22990  0.38
H  -0.99100  -0.86770  5.75372  0.43
H  0.29213  0.60392  7.36296  0.50
H  1.23253  0.21762  5.93477  -0.30
H  1.44455  -0.97463  8.72318  0.36
H  2.56029  0.14710  8.00718  0.51
H  4.41516  -1.75119  5.79598  0.40
H  3.77501  -0.10882  6.37865  0.35
H  2.96995  -1.09133  5.10125  0.24
C  -4.06536  3.20290  2.70058  -0.94
C  -3.30276  3.90470  3.85729  -0.36
C  -2.47271  5.06176  3.35490  0.28
N  -1.37988  5.64173  4.28379  0.81
C  -0.79039  6.70741  3.44245  -0.03
C  0.34633  7.39883  4.07833  -0.27
C  -0.15871  7.96145  5.46265  -0.95
C  -0.86908  6.88228  6.32615  -0.67
C  -1.98286  6.26580  5.57521  -0.70
C  -0.36231  4.56862  4.58432  -1.75
H  -3.67809  3.58479  1.77524  0.07
H  -5.13856  3.45501  2.65094  0.32
H  -3.93429  2.14061  2.81156  0.36
H  -2.66462  3.16515  4.27091  0.20
H  -3.95850  4.22593  4.68274  0.38
H  -3.06879  5.84755  2.88285  0.51
H  -1.92016  4.68936  2.47682  -0.46
H  -1.61158  7.33147  3.14133  0.55
H  -0.46018  6.17721  2.54004  -0.33
H  0.66521  8.24155  3.43590  0.58
H  1.22503  6.73434  4.22574  -0.18
H  -0.83518  8.79866  5.24687  0.37
H  0.58528  8.51151  6.12868  0.37
H  -1.28230  7.44399  7.15287  0.43
H  -0.22387  6.14514  6.65689  0.36
H  -2.73140  6.94200  5.16930  0.39
H  -2.49268  5.45869  6.04363  0.50
H  0.46918  4.94711  5.08129  0.93
H  0.03666  4.08863  3.71454  -0.07
H  -0.92422  3.90842  5.21205  0.59
As  2.90389  2.97504  3.74125  2.03
F  1.44417  2.19181  3.08508  -0.56
F  2.20838  4.50806  3.22593  -0.53
F  4.28906  3.78802  4.25712  -0.55
F  3.62286  1.55245  4.17028  -0.28
F  3.57068  2.81460  2.11812  -0.55
F  2.12261  3.08828  5.25099  -0.52
As  3.29699  0.16304  -4.23631  1.95
F  2.91440  1.19214  -2.91551  -0.42
F  3.59045  1.56545  -5.16809  -0.51
F  3.68050  -0.81279  -5.56000  -0.46
F  2.96460  -1.19411  -3.20227  -0.39
F  1.64617  0.14940  -4.72293  -0.50
F  4.95440  0.01110  -3.72787  -0.56
As  -2.42188  -3.96722  1.64787  1.93
F  -2.83875  -4.56224  3.21003  -0.51
F  -3.78007  -4.84699  0.99402  -0.55
F  -2.14640  -3.44409  -0.00022  -0.43
F  -1.21190  -3.03146  2.24652  -0.41
F  -1.30471  -5.27482  1.37277  -0.52
F  -3.52090  -2.61016  1.79778  -0.53
As  -0.44913  4.75207  -0.17932  2.49
F  -1.33589  4.72409  -1.62010  -0.44
F  1.01460  5.32295  -0.92219  -0.41
F  0.36135  4.64811  1.32971  -0.84
F  -1.85315  4.10827  0.60543  -0.79
F  -0.00023  3.13020  -0.48310  -0.88
F  -0.92972  6.33418  0.17366  -0.56
As  4.88470  -4.30900  3.77722  1.97
F  4.99893  -3.81735  2.07354  -0.54
F  3.16559  -4.52419  3.57707  -0.48
F  4.87413  -4.75355  5.42655  -0.48
F  6.50763  -3.94907  3.93506  -0.49
F  4.52629  -2.69554  4.09544  -0.50
F  5.05733  -5.91255  3.32815  -0.49
As  -5.08186  -2.07698  -4.78165  2.04
F  -5.45573  -2.19491  -6.46057  -0.51
F  -6.17695  -0.67555  -4.65665  -0.54
F  -4.66821  -1.97970  -3.11911  -0.42
F  -4.14775  -3.50470  -4.92368  -0.51
F  -3.75570  -1.09677  -5.15348  -0.49
F  -6.48844  -3.07500  -4.36278  -0.54